This record from OMol25 describes a structure of composition C14H13IN2O2V in a non-equilibrium geometry. The level of theory is ωB97M-V with the def2-TZVPD basis set.

Computed properties:
2S+1 = 3
LUMO level (spin up / spin down) = -0.1233 / -0.1207 Ha
Molar mass = 419.1 u
Total charge = +1

Each line ends with the Löwdin spin population.
Cartesian coordinates (Å):
V  -0.76  0.83  1.68  2.267
I  -1.94  -1.63  2.12  0.019
C  -2.34  -1.10  0.13  0.011
C  -3.05  -1.81  -0.71  0.000
C  -3.43  -1.36  -2.05  0.001
C  -2.74  -0.52  -2.82  -0.001
C  -1.45  0.10  -2.52  0.000
C  -0.58  0.45  -3.56  -0.001
C  0.66  1.02  -3.31  0.000
C  1.07  1.27  -2.00  -0.004
C  0.24  0.92  -0.95  0.001
C  -0.99  0.36  -1.24  0.002
H  -3.41  -2.77  -0.37  0.000
H  -4.34  -1.80  -2.46  0.000
H  -3.13  -0.32  -3.82  0.000
H  -0.89  0.26  -4.58  0.000
H  1.30  1.29  -4.13  0.000
H  2.02  1.74  -1.79  0.000
C  2.58  0.08  3.42  0.004
C  1.49  0.66  2.57  0.008
N  0.44  1.34  3.07  -0.100
O  0.44  1.88  4.34  -0.027
C  1.35  0.38  1.18  -0.089
C  2.08  -0.79  0.57  -0.012
N  0.51  1.21  0.41  -0.102
O  -1.86  0.20  -0.11  0.028
H  2.73  0.63  4.34  0.001
H  3.53  0.10  2.89  0.001
H  2.37  -0.96  3.69  0.000
H  1.25  1.60  4.78  0.000
H  3.11  -0.82  0.93  -0.002
H  2.12  -0.70  -0.51  0.000
H  1.63  -1.75  0.81  -0.005